(1)
Molecular formula: CH6N3
Method: DFT, wB97M-V/def2-TZVPD

XYZ file:
```
10
CH6N3 (wB97M-V/def2-TZVPD)
N 1.976 0.045 0.071
N 0.551 0.361 0.061
C -0.559 -0.327 0.050
N -1.755 0.165 0.007
H 2.177 -0.881 0.520
H 2.131 -0.069 -1.004
H 0.458 1.324 -0.124
H -0.575 -1.466 0.200
H -1.861 1.251 -0.050
H -2.543 -0.402 0.269
```

Output
relative energy (zero: lowest compared OMol25 entry of this formula, charge and spin) = 2.356 eV
net charge = +1
SMILES = NNC=[NH2+]
gap between HOMO and LUMO = 0.4223 Eh
highest occupied orbital energy = -15.29 eV
E_tot = -5596.58872 eV

(2)
Molecular formula: C14H27AlF6NO5
Method: DFT, wB97M-V/def2-TZVPD

XYZ file:
```
54
C14H27AlF6NO5 (wB97M-V/def2-TZVPD)
C -4.546 -1.539 -1.911
C -5.619 -2.422 -1.200
C -5.661 -2.159 0.341
C -5.524 -3.466 1.209
O -4.387 -3.324 2.044
Al -2.914 -4.049 1.171
C -1.274 -2.837 1.176
C -1.557 -1.310 1.097
N -0.893 -0.555 2.221
H -3.800 -1.146 -1.212
H -3.992 -2.147 -2.638
H -4.990 -0.681 -2.431
H -5.411 -3.466 -1.434
H -6.602 -2.124 -1.594
H -4.826 -1.503 0.596
H -6.577 -1.623 0.634
H -5.440 -4.354 0.570
H -6.443 -3.528 1.814
H -3.277 -4.478 -0.334
H -2.485 -5.411 1.943
H -0.632 -3.034 2.047
H -0.671 -3.108 0.289
H -1.120 -0.905 0.173
H -2.625 -1.050 1.078
H -1.617 -0.325 2.891
H -0.666 0.345 1.807
C 0.039 4.944 -1.142
C -0.288 4.034 -2.308
O 0.582 2.895 -2.336
C 0.256 1.909 -1.501
O -0.673 1.917 -0.762
C 1.230 0.747 -1.660
F 2.500 1.162 -1.690
F 1.007 0.083 -2.792
F 1.127 -0.114 -0.669
H 1.092 5.229 -1.164
H -0.572 5.846 -1.177
H -0.140 4.442 -0.191
H -0.124 4.560 -3.248
H -1.330 3.716 -2.290
C 4.310 1.195 0.522
C 5.294 0.638 1.530
O 6.640 0.683 1.023
C 7.250 1.856 1.114
O 6.780 2.849 1.572
C 8.675 1.742 0.581
F 8.719 1.087 -0.578
F 9.454 1.084 1.441
F 9.219 2.934 0.383
H 4.410 0.678 -0.429
H 3.289 1.080 0.882
H 4.495 2.254 0.336
H 5.077 -0.411 1.718
H 5.231 1.159 2.486
```

Output
relative energy (zero: lowest compared OMol25 entry of this formula, charge and spin) = 0.000 eV
net charge = -1
gap between HOMO and LUMO = 0.2358 Eh
highest occupied orbital energy = -4.29 eV
E_tot = -49587.21059 eV

(3)
Molecular formula: C35H24N4O3S2Ti
Method: DFT, wB97M-V/def2-TZVPD

XYZ file:
```
69
C35H24N4O3S2Ti (wB97M-V/def2-TZVPD)
Ti 10.018 16.244 7.750
C 11.470 11.638 10.443
O 10.700 12.788 10.185
C 10.908 13.948 10.833
C 11.617 14.052 12.009
C 11.954 15.312 12.526
C 11.336 16.470 12.002
C 10.435 16.318 10.924
C 9.723 17.520 10.514
N 9.366 17.564 9.213
N 8.802 18.743 8.683
C 8.364 18.411 7.531
O 8.519 17.233 6.946
C 7.430 19.386 6.876
C 7.269 20.727 7.349
C 6.295 21.563 6.720
C 5.522 21.029 5.722
C 5.691 19.745 5.258
C 6.665 18.899 5.881
C 10.339 15.115 10.188
O 9.718 14.945 8.973
H 11.253 11.003 11.311
H 12.533 11.824 10.407
H 11.316 10.926 9.567
H 12.005 13.158 12.490
H 12.557 15.327 13.404
H 11.702 17.492 12.329
H 9.761 18.398 11.159
H 7.912 21.065 8.125
H 6.076 22.615 7.005
H 4.789 21.651 5.204
H 5.202 19.388 4.396
H 6.838 17.946 5.515
S 16.886 17.210 9.293
C 17.387 18.678 10.016
C 16.429 19.645 9.855
C 15.236 19.204 9.242
C 15.376 17.889 8.852
C 14.404 17.075 8.227
C 13.032 17.224 8.438
N 12.117 16.457 7.730
C 12.557 15.364 7.019
C 13.958 15.138 6.809
C 14.351 13.835 6.270
C 13.388 13.014 5.814
C 11.999 13.350 5.786
C 10.989 12.446 5.359
C 9.668 12.830 5.410
C 9.368 14.223 5.654
N 10.322 15.018 6.142
C 11.629 14.560 6.350
C 8.617 11.885 4.967
C 7.310 12.244 4.992
C 6.405 11.223 4.553
C 6.995 10.051 4.190
S 8.723 10.217 4.403
C 14.900 16.023 7.377
H 18.312 18.791 10.556
H 16.498 20.664 10.248
H 14.425 19.918 9.110
H 12.642 18.150 8.881
H 15.456 13.642 6.305
H 13.589 12.057 5.387
H 11.266 11.500 4.855
H 8.428 14.755 5.360
H 6.868 13.203 5.259
H 5.344 11.357 4.558
H 6.637 9.044 3.946
H 15.936 15.753 7.447
```

Output
relative energy (zero: lowest compared OMol25 entry of this formula, charge and spin) = 0.925 eV
net charge = +1
2S+1 = 2
gap between HOMO and LUMO (alpha / beta) = 0.2307 / 0.2366 Eh
highest occupied orbital energy (alpha / beta) = -10.41 / -10.60 eV
E_tot = -93568.03154 eV

(4)
Molecular formula: C3H4N4
Method: DFT, wB97M-V/def2-TZVPD

XYZ file:
```
11
C3H4N4 (wB97M-V/def2-TZVPD)
H 3.278 -1.029 -0.164
N 2.251 -1.157 -0.380
N 1.935 0.045 -0.091
C 0.555 0.206 -0.123
C -0.400 -0.759 0.069
N -1.551 -0.027 0.139
C -1.262 1.285 -0.033
N 0.004 1.445 -0.245
H -0.315 -1.763 0.144
H -2.506 -0.376 0.433
H -1.989 2.128 0.251
```

Output
relative energy (zero: lowest compared OMol25 entry of this formula, charge and spin) = 2.656 eV
net charge = 0
SMILES = [H]/N=N/c1c[nH]cn1
gap between HOMO and LUMO = 0.3441 Eh
highest occupied orbital energy = -8.98 eV
E_tot = -9134.20129 eV

(5)
Molecular formula: C21H19N2OPdS
Method: DFT, wB97M-V/def2-TZVPD

XYZ file:
```
45
C21H19N2OPdS (wB97M-V/def2-TZVPD)
Pd -0.580 0.071 -0.942
O -1.657 -2.170 -1.479
C -0.484 -2.906 -1.087
C 0.436 -3.068 -2.288
C 0.892 -1.742 -2.932
C 1.944 -0.981 -2.165
C 3.296 -1.133 -2.441
C 4.224 -0.371 -1.751
C 3.785 0.523 -0.785
C 2.430 0.610 -0.540
N 1.539 -0.122 -1.215
H -2.422 -2.481 -0.983
H -0.766 -3.892 -0.717
H 0.031 -2.372 -0.278
H -0.100 -3.640 -3.046
H 1.308 -3.647 -1.977
H 0.020 -1.095 -3.082
H 1.289 -1.966 -3.921
H 3.614 -1.836 -3.198
H 5.279 -0.468 -1.970
H 4.479 1.144 -0.238
H 2.037 1.273 0.219
S -1.840 2.053 3.085
C -0.952 0.671 3.649
C -0.689 0.268 4.953
C 0.051 -0.883 5.141
C 0.526 -1.619 4.051
C 0.267 -1.218 2.757
C -0.483 -0.061 2.548
N -0.832 0.479 1.328
C -1.527 1.578 1.445
C -1.990 2.331 0.285
C -2.700 3.526 0.420
C -3.106 4.222 -0.703
C -2.821 3.730 -1.968
C -2.119 2.535 -2.113
C -1.705 1.837 -0.995
H -1.051 0.839 5.797
H 0.269 -1.218 6.146
H 1.104 -2.516 4.227
H 0.639 -1.775 1.907
H -2.930 3.903 1.410
H -3.644 5.154 -0.596
H -3.142 4.270 -2.849
H -1.920 2.160 -3.109
```

Output
relative energy (zero: lowest compared OMol25 entry of this formula, charge and spin) = 0.315 eV
net charge = +1
2S+1 = 3
gap between HOMO and LUMO (alpha / beta) = 0.3088 / 0.2477 Eh
highest occupied orbital energy (alpha / beta) = -11.27 / -11.24 eV
E_tot = -41421.56959 eV

(6)
Molecular formula: C7H13Cl2N2OS
Method: DFT, wB97M-V/def2-TZVPD

XYZ file:
```
26
C7H13Cl2N2OS (wB97M-V/def2-TZVPD)
O -1.162 -0.591 0.491
C -0.378 0.515 0.347
C 0.163 0.857 -1.027
C 0.336 2.376 -1.024
C -0.790 2.921 -0.153
N -1.247 1.774 0.740
N -2.644 1.541 0.740
C -3.227 1.271 -0.312
S -4.002 1.007 -1.612
H -0.983 -1.230 -0.212
H 0.441 0.524 1.071
H 1.108 0.333 -1.133
H -0.521 0.532 -1.813
H 1.316 2.664 -0.652
H 0.232 2.782 -2.027
H -1.664 3.215 -0.726
H -0.509 3.750 0.492
H -1.036 1.996 1.711
Cl 2.366 -1.269 0.716
C 1.916 -2.905 1.300
C 1.829 -3.869 0.145
Cl 0.468 -3.436 -0.938
H 0.951 -2.809 1.791
H 2.670 -3.205 2.023
H 1.634 -4.873 0.517
H 2.734 -3.869 -0.455
```

Output
net charge = +1
gap between HOMO and LUMO = 0.3512 Eh
highest occupied orbital energy = -13.69 eV
E_tot = -48369.75289 eV

(7)
Molecular formula: C29H26BN5NiO6S
Method: DFT, wB97M-V/def2-TZVPD

XYZ file:
```
69
C29H26BN5NiO6S (wB97M-V/def2-TZVPD)
Ni 1.656 0.169 0.369
O 4.264 -2.604 5.196
C 3.805 -1.887 4.327
C 2.348 -1.710 3.995
O 1.399 -2.144 4.646
C 2.322 -0.943 2.769
C 3.633 -0.532 2.367
O 3.847 0.124 1.327
C 4.602 -1.034 3.367
O 5.801 -0.820 3.426
O 1.266 -0.671 2.073
S 2.003 -1.858 -0.522
C 1.610 -1.380 -2.118
N 1.419 -2.213 -3.093
N 1.214 -1.713 -4.345
C 0.582 -2.485 -5.299
C 0.433 -1.975 -6.592
C -0.183 -2.730 -7.576
C -0.658 -4.007 -7.299
C -0.513 -4.507 -6.010
C 0.096 -3.763 -5.010
N 1.437 -0.006 -2.459
N 1.606 0.797 -1.543
C 1.163 2.129 -1.896
C 0.041 2.328 -2.678
C -0.354 3.624 -2.978
C 0.386 4.706 -2.516
C 1.519 4.491 -1.744
C 1.905 3.198 -1.425
H 1.279 -0.715 -4.477
H 0.800 -0.979 -6.815
H -0.291 -2.316 -8.571
H -1.135 -4.597 -8.070
H -0.895 -5.493 -5.771
H 0.196 -4.139 -4.002
H -0.536 1.472 -3.004
H -1.251 3.786 -3.563
H 0.069 5.716 -2.741
H 2.098 5.326 -1.373
H 2.768 3.009 -0.802
C -3.837 -1.508 5.620
C -3.225 -0.953 4.361
C -2.715 -1.797 3.388
C -2.116 -1.311 2.229
C -1.549 -2.293 1.244
C -2.057 0.079 2.046
C -1.487 0.681 0.824
O -0.839 0.103 -0.021
C -2.551 0.954 3.031
C -2.433 2.459 2.915
C -3.131 0.421 4.171
H -4.077 -2.565 5.508
H -4.750 -0.970 5.885
H -3.141 -1.411 6.456
H -2.754 -2.870 3.540
H -1.744 -3.311 1.583
H -0.473 -2.149 1.149
H -1.966 -2.156 0.245
H -1.663 1.764 0.705
H -1.402 2.781 2.765
H -2.795 2.928 3.830
H -3.020 2.855 2.082
H -3.502 1.094 4.938
B 0.812 4.405 2.198
C 1.127 2.947 1.632
N 1.334 1.929 1.134
H 0.086 4.953 1.380
H 1.868 5.000 2.321
H 0.249 4.288 3.273
```

Output
net charge = -2
gap between HOMO and LUMO (alpha / beta) = 0.1719 / 0.1715 Eh
highest occupied orbital energy (alpha / beta) = -1.23 / -1.23 eV
E_tot = -102785.64612 eV